[1]
Entry from OMol25: one molecule with the formula C7H16O at a distorted geometry (ωB97M-V/def2-TZVPD).

Cartesian coordinates (Å):
C -2.203 0.892 -0.224
C -0.193 2.432 -0.834
C 1.990 -1.416 1.361
C -0.239 -1.964 0.158
C 0.252 0.379 0.493
C -0.756 0.974 -0.561
C 0.957 -0.996 0.245
O 1.592 -0.905 -1.025
H -2.616 1.733 0.292
H -2.655 1.023 -1.267
H -2.380 -0.042 0.237
H 0.803 2.363 -1.142
H -0.321 2.990 0.154
H -0.832 2.894 -1.627
H 1.490 -1.443 2.317
H 2.873 -0.679 1.315
H 2.240 -2.368 0.972
H -0.376 -2.241 -0.880
H -1.097 -1.573 0.680
H 0.251 -2.915 0.539
H -0.188 0.295 1.423
H 1.177 1.037 0.584
H -0.699 0.324 -1.424
H 0.931 -0.794 -1.787

Cartesian forces, eV/Å:
-0.495 1.393 -2.588
-3.599 -0.654 0.820
-0.236 2.707 -2.438
2.878 -2.144 0.289
3.048 0.776 -1.222
3.065 0.408 0.856
-2.619 1.640 -0.415
0.039 -0.260 -1.480
-0.008 0.383 0.981
-0.213 -0.764 1.490
-0.915 -0.854 0.318
1.496 0.141 -0.383
0.372 -0.492 -1.442
0.613 0.033 0.621
0.068 -0.074 0.265
-1.272 -1.278 0.331
0.924 -1.180 0.319
-0.732 0.361 -0.280
-0.243 -0.615 0.115
-1.561 0.568 0.169
-1.045 0.158 2.231
-1.379 -0.154 0.068
0.549 0.146 -0.706
1.264 -0.245 2.082

Its spin multiplicity is 1. The value obtained for the largest force on an atom is 3.7 eV/A. The charge is 0. The calculation puts the HOMO energy at -9.529 eV. The orbital gap is 10.45 eV. Its SMILES is CC(C)CC(C)(C)O.

=====

[2]
Entry from OMol25: a 2-piece molecular cluster, C7H16O overall at a distorted geometry (ωB97M-V/def2-TZVPD).

Cartesian coordinates (Å):
C 1.956 -2.173 -0.516
C 1.944 -0.608 -0.282
C 0.737 0.210 -0.629
C -0.219 0.283 0.647
C -0.753 3.943 1.751
C -0.971 2.673 1.005
C -0.267 1.605 1.328
H 1.989 -2.512 -1.569
H 2.556 -2.553 0.267
H 0.945 -2.609 -0.312
H 2.170 -0.388 0.772
H 2.770 -0.181 -0.834
H 0.080 -0.172 -1.409
H 0.929 1.204 -1.097
H -1.220 0.022 0.445
H 0.368 -0.451 1.351
H 0.217 3.851 2.203
H -1.527 4.009 2.512
H -0.787 4.802 1.091
H -1.861 2.728 0.417
H 0.556 1.692 2.082
H -3.516 -5.277 -2.349
H -3.048 -5.362 -3.797
O -3.046 -4.736 -3.077

Cartesian forces, eV/Å:
-3.225 1.355 -0.202
0.930 -0.598 -0.743
-2.368 0.791 -0.009
2.603 -0.583 0.819
-0.083 -0.344 -0.056
-0.225 0.436 1.121
1.858 -0.345 -0.004
1.271 0.358 0.552
1.259 -1.049 -0.070
0.393 0.605 0.436
0.126 -0.303 -0.248
0.562 -0.078 -0.183
0.281 -0.863 -0.220
0.390 -0.347 1.013
-1.039 -1.000 -0.417
-2.072 1.009 -0.929
0.399 0.467 0.485
-0.018 0.443 0.173
-0.034 0.288 0.010
-0.255 -0.698 -0.935
-0.757 0.453 -0.594
1.145 1.463 -1.601
0.109 -0.194 -0.540
-1.251 -1.266 2.143

Its spin multiplicity is 1. The value obtained for the largest force on an atom is 3.5 eV/A. The charge is 0. The calculation puts the HOMO energy at -8.911 eV. The orbital gap is 9.82 eV. Its SMILES is C/C=C/CCCC.O.

=====

[3]
Entry from OMol25: a 3-piece molecular cluster, C7H16O2 overall at a distorted geometry (ωB97M-V/def2-TZVPD).

Cartesian coordinates (Å):
C -1.135 -0.488 0.345
C 0.882 0.249 -0.481
C -1.205 0.877 0.078
C -0.880 -1.057 1.701
C 1.244 -1.112 -1.040
C 0.972 1.306 -1.570
C 1.730 0.617 0.720
O -1.637 -1.318 -0.590
O -2.963 0.852 0.928
H -1.591 -2.234 -0.286
H -3.602 0.628 0.236
H -1.504 1.206 -0.904
H -0.844 1.589 0.799
H -1.820 -1.449 2.094
H -0.529 -0.291 2.386
H -0.147 -1.868 1.654
H 1.712 -0.152 1.495
H 1.226 -1.898 -0.280
H 0.578 -1.407 -1.853
H 2.265 -1.096 -1.448
H 0.728 2.306 -1.202
H 1.999 1.361 -1.959
H 0.317 1.077 -2.414
H 1.423 1.566 1.168
H 2.782 0.735 0.421

Cartesian forces, eV/Å:
1.556 0.091 -0.700
-0.114 -0.648 0.301
-2.199 -0.364 0.826
0.154 0.060 -0.141
0.050 0.052 -0.012
-0.193 0.045 0.074
-0.051 -0.029 -0.007
0.113 0.133 0.158
0.495 0.434 -0.533
0.034 0.131 -0.001
0.128 0.123 0.110
0.149 0.008 -0.006
0.179 -0.032 -0.063
0.003 0.065 -0.083
0.004 -0.012 -0.034
0.003 0.014 0.003
-0.034 0.010 -0.024
-0.024 0.029 0.023
-0.002 0.031 0.031
-0.053 0.041 0.024
-0.057 -0.039 0.003
-0.064 -0.128 0.072
0.017 0.017 0.026
-0.012 -0.022 -0.005
-0.082 -0.009 -0.042

Its spin multiplicity is 1. The value obtained for the largest force on an atom is 2.4 eV/A. The charge is 0. The calculation puts the HOMO energy at -7.163 eV. The orbital gap is 7.68 eV.

=====

[4]
Entry from OMol25: C7H16O2 as an isolated structure at a distorted geometry (ωB97M-V/def2-TZVPD).

Cartesian coordinates (Å):
C -0.636 -0.238 -0.937
C 1.334 0.523 0.314
C -0.514 0.390 0.366
C -0.377 -1.719 -1.112
C -0.377 0.591 -2.174
C 1.742 1.433 1.458
C -0.959 -0.313 1.630
O -2.439 -0.024 -0.786
O 1.982 -0.717 0.411
H -2.838 -0.805 -0.377
H 1.856 -1.074 1.300
H 1.689 0.966 -0.618
H -0.824 1.434 0.369
H -1.103 0.299 -2.938
H -0.913 -2.307 -0.365
H 0.680 -1.989 -1.056
H -0.727 -2.081 -2.081
H 0.631 0.424 -2.565
H -0.520 1.658 -1.990
H 1.237 2.399 1.396
H 1.528 0.980 2.431
H 2.823 1.611 1.430
H -0.996 -1.397 1.519
H -0.319 -0.083 2.486
H -1.960 0.038 1.890

Cartesian forces, eV/Å:
-4.737 -0.281 -0.324
-2.037 0.595 1.525
5.519 0.597 0.395
-0.252 -0.269 -0.073
-0.165 0.025 0.104
0.341 0.079 -0.036
-0.122 -0.005 -0.125
1.644 -0.604 -1.143
0.005 -0.407 0.094
0.350 -0.015 -0.178
-0.011 0.116 -0.126
-0.508 -0.108 -0.111
-0.025 -0.155 -0.278
0.151 -0.071 0.102
0.131 0.075 0.054
-0.046 0.348 0.146
-0.125 0.327 -0.024
-0.077 -0.034 0.072
0.071 -0.102 0.102
-0.015 -0.067 0.049
-0.115 0.059 -0.077
-0.095 0.003 -0.019
0.026 0.019 0.038
0.033 0.020 -0.126
0.059 -0.145 -0.041

Its spin multiplicity is 1. The value obtained for the largest force on an atom is 5.6 eV/A. The charge is 0. The calculation puts the HOMO energy at -8.562 eV. The orbital gap is 9.34 eV.

=====

[5]
Entry from OMol25: C7H16O3 as an isolated structure at a distorted geometry (ωB97M-V/def2-TZVPD).

Cartesian coordinates (Å):
C 1.089 -2.083 1.669
C -0.411 -1.948 1.003
C -0.177 -0.160 -0.528
C 1.978 0.737 0.386
C 2.338 1.839 -0.508
C -2.195 1.316 -0.702
C -2.881 0.135 -1.465
H 1.216 -0.525 1.912
H 0.860 -2.736 3.286
H 1.941 -2.841 0.852
H -1.039 -2.214 1.822
H -0.470 -2.470 0.035
H -0.443 -0.895 -1.135
H 1.751 1.194 1.541
H 3.115 0.216 0.584
H 1.484 2.623 -0.632
H 3.129 2.497 -0.048
H 2.723 1.443 -1.542
H -2.389 2.340 -1.408
H -2.472 1.532 0.461
H -3.922 0.210 -1.456
H -2.594 0.309 -2.519
H -2.371 -0.887 -1.193
O -0.752 -0.577 0.632
O 1.235 -0.172 -0.409
O -0.744 1.121 -0.638

Cartesian forces, eV/Å:
-0.547 1.257 0.702
2.559 1.180 -0.200
0.725 3.832 4.498
3.766 -0.235 2.166
0.323 3.689 -1.818
-0.011 1.397 0.477
3.639 -0.265 -0.071
0.316 -5.182 -0.297
0.781 1.421 -4.161
-2.496 2.818 3.102
-1.025 -0.391 -0.145
-0.180 -0.766 0.778
-0.464 -2.522 -4.338
-0.499 -1.644 -3.174
-3.421 0.685 -0.316
1.153 -1.684 -0.252
-0.371 -0.855 -0.429
-0.866 0.870 1.977
0.697 -2.695 2.312
0.025 -0.659 -3.028
-1.627 -0.387 0.512
-0.074 -0.215 0.317
-1.833 1.867 -0.185
-0.143 -1.925 3.433
-1.122 -0.176 -0.029
0.695 0.586 -1.831

Its spin multiplicity is 1. The value obtained for the largest force on an atom is 6.0 eV/A. The charge is 0. The calculation puts the HOMO energy at -9.794 eV. The orbital gap is 10.31 eV.

=====

[6]
Entry from OMol25: a 2-piece molecular cluster, C7H16P2 overall at a distorted geometry (ωB97M-V/def2-TZVPD).

Cartesian coordinates (Å):
C 1.949 1.247 -0.925
C 1.144 3.002 -2.559
C -0.694 -1.132 2.453
C -2.897 -0.212 2.854
C 0.064 -2.887 -0.523
C 0.926 1.616 -2.066
C -2.050 -0.768 1.991
P 1.876 -0.357 -0.110
P 0.145 -1.108 -0.849
H 1.684 1.976 -0.225
H 1.857 3.354 -1.853
H 0.245 3.617 -2.662
H 1.706 2.891 -3.462
H 0.096 -0.591 2.084
H -0.676 -1.155 3.457
H -0.380 -2.188 2.291
H 2.931 1.592 -1.192
H -3.960 -0.302 2.421
H -2.596 -0.053 3.823
H 0.574 -3.294 0.349
H 0.409 -3.514 -1.320
H -0.915 -3.238 -0.508
H 1.059 0.844 -2.809
H -0.104 1.623 -1.688
H -2.393 -0.962 1.030

Cartesian forces, eV/Å:
-1.972 0.848 -1.441
0.667 -0.198 -0.419
-0.499 -2.602 -2.022
-2.405 -1.811 -3.976
1.507 -0.566 1.001
-0.370 -1.361 1.209
0.556 0.569 2.071
0.208 -1.520 -0.062
0.199 0.706 -0.985
-0.304 1.103 1.855
0.319 1.558 0.512
0.407 -0.106 -0.006
0.103 0.637 -0.972
1.663 1.583 -0.857
0.047 0.666 3.814
-0.589 0.374 -0.669
0.832 -0.537 -0.382
1.371 1.132 1.517
0.043 0.596 2.215
0.057 0.287 0.230
0.865 0.201 -1.017
-2.181 -0.075 0.535
-0.487 -0.114 -0.553
0.295 -0.850 0.145
-0.330 -0.521 -1.744

Its spin multiplicity is 1. The value obtained for the largest force on an atom is 5.0 eV/A. The charge is 0. The calculation puts the HOMO energy at -8.415 eV. The orbital gap is 8.03 eV.